No. 1
This record from the OMol25 dataset describes C7H28F2HfN14O7 as an isolated structure at a distorted geometry. The level of theory is the ωB97M-V functional and the def2-TZVPD basis.

As for the spin multiplicity: 1. Its charge is +2. The HOMO energy comes out at -14.1 eV. The value obtained for the energy relative to the best compared isomer or geometry (same formula, charge and spin) is 653.6 kcal/mol. The value obtained for the gap between HOMO and LUMO is 0.0989 hartree.

Last column: natural (NBO) charge in e.
Element x y z (Å)
Hf1 0.06 0.35 -0.24  2.40
F1 -2.16 2.04 1.64  -0.58
F2 2.46 1.00 -2.53  -0.54
C1 1.52 5.38 -0.16  0.74
O1 0.94 4.37 -0.46  -0.62
N1 0.91 6.51 -0.04  -0.79
N2 2.78 5.53 -0.07  -0.79
H1 1.37 7.40 0.06  0.40
H2 -0.10 6.53 -0.06  0.41
H3 3.14 6.41 0.27  0.40
H4 3.41 4.75 -0.23  0.42
C2 0.33 -2.96 -4.32  0.76
O2 0.00 -2.34 -3.34  -0.68
N3 -0.22 -4.04 -4.63  -0.78
N4 1.07 -2.37 -5.29  -0.83
H5 0.18 -4.66 -5.31  0.41
H6 -0.86 -4.39 -3.92  0.41
H7 1.28 -2.91 -6.12  0.40
H8 1.29 -1.39 -5.21  0.42
C3 -3.30 2.69 -3.59  0.75
O3 -2.31 2.22 -3.18  -0.63
N5 -3.65 3.91 -3.59  -0.79
N6 -4.23 2.00 -4.17  -0.82
H9 -3.11 4.74 -3.37  0.42
H10 -4.53 4.08 -4.06  0.39
H11 -5.21 2.21 -4.31  0.40
H12 -3.98 1.02 -4.25  0.40
C4 -0.88 -1.86 4.47  0.78
O4 -0.56 -1.66 3.32  -0.72
N7 -1.95 -1.21 4.87  -0.81
N8 -0.34 -2.64 5.44  -0.84
H13 -2.22 -1.37 5.83  0.38
H14 -2.14 -0.32 4.43  0.42
H15 -0.92 -3.01 6.18  0.41
H16 0.38 -3.22 5.03  0.40
C5 -4.83 -1.93 -0.37  0.74
O5 -3.73 -1.45 -0.42  -0.68
N9 -5.91 -1.33 -0.67  -0.79
N10 -5.06 -3.03 0.20  -0.78
H17 -5.91 -0.39 -1.04  0.42
H18 -6.68 -1.99 -0.72  0.39
H19 -6.04 -3.22 0.30  0.39
H20 -4.29 -3.59 0.54  0.42
C6 3.41 1.57 3.86  0.75
O6 2.72 1.54 2.86  -0.63
N11 3.46 0.59 4.69  -0.79
N12 4.01 2.67 4.22  -0.79
H21 3.09 -0.33 4.49  0.42
H22 3.76 0.77 5.63  0.40
H23 3.92 3.52 3.68  0.42
H24 4.58 2.62 5.05  0.40
C7 3.98 -3.23 -0.06  0.77
O7 3.10 -2.43 0.10  -0.71
N13 5.29 -2.98 -0.09  -0.84
N14 3.79 -4.48 -0.37  -0.81
H25 5.57 -2.06 0.22  0.40
H26 6.00 -3.62 -0.43  0.40
H27 2.83 -4.80 -0.34  0.40
H28 4.51 -5.18 -0.39  0.40


No. 2
This record from the OMol25 dataset describes C28H29BrF9N11O2S2 as an isolated structure at a distorted geometry. The level of theory is the ωB97M-V functional and the def2-TZVPD basis.

As for the spin multiplicity: 1. The HOMO energy comes out at -9.2 eV. The value obtained for the gap between HOMO and LUMO is 0.3032 hartree.

Last column: Mulliken charge in e.
Element x y z (Å)
O1 -0.05 -2.88 2.15  -0.63
S1 -0.05 -2.65 0.73  1.46
O2 -0.35 -3.77 -0.11  -0.55
C1 -1.08 -1.28 0.32  -0.17
C2 -1.13 -0.12 1.06  0.16
Br1 -0.16 0.22 2.63  0.01
C3 -1.96 0.98 0.66  -0.94
C4 -2.75 0.92 -0.44  -0.86
C5 -2.74 -0.27 -1.22  0.39
N1 -3.47 -0.48 -2.33  -0.56
S2 -3.07 -1.95 -2.83  0.06
N2 -2.01 -2.38 -1.72  -0.39
C6 -1.90 -1.37 -0.86  0.74
C7 1.72 -2.18 0.35  0.62
F1 2.10 -1.22 1.20  -0.17
F2 2.42 -3.29 0.60  -0.29
C8 1.99 -1.71 -1.12  0.23
F3 2.90 -2.49 -1.71  -0.30
F4 0.85 -1.81 -1.83  -0.23
C9 2.42 -0.23 -1.21  0.64
F5 2.52 0.05 -2.52  -0.35
F6 1.44 0.53 -0.71  -0.02
C10 3.81 0.14 -0.55  0.66
F7 4.59 0.75 -1.42  -0.27
F8 4.42 -0.95 -0.12  -0.27
F9 3.62 0.95 0.47  -0.21
H1 -1.96 1.88 1.26  0.50
H2 -3.38 1.75 -0.73  0.53
C11 1.52 4.27 2.81  -0.51
C12 0.25 3.69 3.21  0.34
N3 -0.73 3.19 3.54  -0.42
H3 1.37 5.28 2.42  0.37
H4 2.19 4.32 3.66  0.33
H5 1.98 3.66 2.03  -0.07
C13 1.66 -0.83 6.77  -0.76
C14 1.63 0.14 5.68  0.44
N4 1.61 0.92 4.84  -0.44
H6 0.70 -1.33 6.84  0.27
H7 2.43 -1.58 6.58  0.16
H8 1.87 -0.33 7.71  0.32
C15 -6.02 -4.53 -1.75  -0.81
C16 -5.86 -3.23 -1.11  0.40
N5 -5.71 -2.20 -0.61  -0.38
H9 -6.41 -5.25 -1.03  0.31
H10 -6.71 -4.45 -2.59  0.28
H11 -5.06 -4.88 -2.12  0.24
C17 -8.55 0.59 -1.61  -0.72
C18 -7.35 1.33 -1.22  0.33
N6 -6.40 1.89 -0.91  -0.33
H12 -8.31 -0.47 -1.67  0.19
H13 -9.33 0.74 -0.87  0.26
H14 -8.90 0.95 -2.58  0.27
C19 1.16 3.82 -1.81  0.61
C20 -0.22 4.20 -1.54  0.34
N7 -1.31 4.49 -1.32  -0.49
H15 1.22 2.76 -2.01  -0.23
H16 1.52 4.37 -2.69  -0.16
H17 1.79 4.06 -0.96  0.01
C21 1.01 6.87 -5.58  -0.82
C22 1.97 6.22 -4.70  0.38
N8 2.72 5.71 -3.99  -0.45
H18 1.52 7.58 -6.23  0.31
H19 0.51 6.12 -6.19  0.27
H20 0.27 7.40 -4.99  0.27
C23 2.47 -4.18 3.69  -0.23
C24 2.82 -4.15 5.11  0.16
N9 3.08 -4.13 6.22  -0.45
H21 1.49 -3.74 3.54  0.07
H22 3.21 -3.63 3.12  0.17
H23 2.45 -5.21 3.34  0.36
C25 -0.35 -6.68 -1.59  -0.35
C26 -1.39 -7.58 -2.06  0.23
N10 -2.23 -8.27 -2.44  -0.40
H24 0.34 -6.45 -2.40  0.27
H25 -0.78 -5.76 -1.22  0.04
H26 0.20 -7.15 -0.77  0.27
C27 6.66 3.87 -0.18  -0.79
C28 5.29 4.27 0.11  0.38
N11 4.21 4.58 0.34  -0.39
H27 6.70 2.80 -0.39  0.22
H28 7.02 4.42 -1.05  0.30
H29 7.30 4.09 0.67  0.29


No. 3
This record from the OMol25 dataset describes one molecule with the formula C2H5N3O. The level of theory is the ωB97M-V functional and the def2-TZVPD basis.

As for the spin multiplicity: 1. The HOMO energy comes out at -9.8 eV. As for the SMILES: [H]/N=C/NC(N)=O. The value obtained for the energy relative to the best compared isomer or geometry (same formula, charge and spin) is 4.6 kcal/mol. The value obtained for the gap between HOMO and LUMO is 0.3876 hartree.

Last column: natural (NBO) charge in e.
Element x y z (Å)
N1 -2.12 -0.06 -0.01  -0.83
C1 -0.87 -0.63 -0.09  0.78
O1 -0.65 -1.71 -0.59  -0.60
N2 0.13 0.19 0.46  -0.68
C2 1.41 0.18 -0.07  0.29
N3 2.39 0.67 0.58  -0.69
H1 -2.83 -0.56 -0.52  0.40
H2 -2.16 0.94 -0.06  0.40
H3 0.03 0.54 1.40  0.42
H4 1.44 -0.21 -1.08  0.17
H5 3.23 0.65 0.00  0.35


No. 4
This record from the OMol25 dataset describes C27H28N2O6 as an isolated structure at a distorted geometry. The level of theory is the ωB97M-V functional and the def2-TZVPD basis.

As for the spin multiplicity: 1. The HOMO energy comes out at -8.5 eV. The value obtained for the energy relative to the best compared isomer or geometry (same formula, charge and spin) is 514.4 kcal/mol. The value obtained for the gap between HOMO and LUMO is 0.3011 hartree.

Last column: natural (NBO) charge in e.
Element x y z (Å)
C1 -8.48 -0.20 -0.80  -0.58
H1 -8.71 -0.03 0.13  0.20
H2 -9.18 -0.55 -1.48  0.21
H3 -8.21 0.72 -1.36  0.21
C2 -7.29 -1.31 -1.03  -0.31
C3 -6.25 -0.62 -0.04  -0.03
C4 -5.35 0.16 -0.54  -0.18
C5 -4.26 0.91 -0.10  0.25
C6 -4.20 0.69 1.30  -0.29
C7 -5.04 -0.20 2.00  -0.21
C8 -6.15 -0.55 1.30  -0.22
H4 -6.91 -1.29 1.67  0.19
H5 -4.98 -0.52 2.96  0.22
H6 -3.34 1.20 2.02  0.23
O1 -3.39 1.66 -0.83  -0.50
C9 -2.47 2.37 0.11  -0.21
C10 -1.25 1.38 0.65  0.69
O2 -0.71 1.82 1.67  -0.66
N1 -1.00 0.50 -0.16  -0.59
C11 -0.18 -0.55 0.22  0.17
C12 -0.56 -1.92 -0.30  -0.20
C13 0.23 -2.87 0.16  -0.16
C14 1.61 -2.61 0.61  -0.17
C15 1.93 -1.37 1.00  -0.13
C16 1.14 -0.18 0.34  0.13
N2 1.75 0.96 0.78  -0.58
C17 1.53 1.82 -0.03  0.69
O3 0.85 2.21 -1.05  -0.65
C18 2.30 3.16 0.51  -0.04
O4 3.54 2.82 1.24  -0.52
C19 4.46 2.12 0.58  0.29
C20 5.50 1.68 1.34  -0.26
C21 6.52 0.86 1.06  -0.19
C22 6.36 0.08 -0.23  -0.20
C23 5.29 0.44 -1.04  -0.05
C24 4.41 1.63 -0.59  -0.30
H7 3.58 1.67 -1.46  0.23
C25 5.14 -0.17 -2.09  -0.39
H8 6.08 -0.57 -2.67  0.23
H9 4.69 0.65 -3.02  0.18
C26 4.19 -1.39 -2.06  -0.61
H10 4.28 -1.94 -1.21  0.21
H11 3.90 -1.89 -3.13  0.23
H12 3.09 -1.05 -1.91  0.20
H13 7.03 -0.44 -0.59  0.17
H14 7.48 0.52 1.67  0.23
H15 5.67 2.07 2.47  0.22
H16 1.91 3.69 1.07  0.13
H17 2.69 3.85 -0.61  0.17
H18 2.20 1.10 1.59  0.44
H19 3.02 -1.18 1.16  0.24
C27 2.55 -3.82 0.73  0.80
O5 2.43 -4.96 0.47  -0.56
O6 3.79 -3.58 1.36  -0.75
H20 4.39 -4.36 1.51  0.51
H21 0.11 -3.88 -0.01  0.23
H22 -1.52 -2.16 -0.67  0.23
H23 -1.86 0.22 -0.78  0.44
H24 -1.90 3.14 -0.74  0.24
H25 -2.68 3.03 1.06  0.25
H26 -5.25 0.41 -1.85  0.15
H27 -6.94 -1.32 -1.82  0.17
H28 -7.55 -2.09 -0.51  0.20


What is the formula in the first record? C7H28F2HfN14O7


What did the third record say?
This record from the OMol25 dataset describes one molecule with the formula C2H5N3O. The level of theory is the ωB97M-V functional and the def2-TZVPD basis.

As for the spin multiplicity: 1. The HOMO energy comes out at -9.8 eV. As for the SMILES: [H]/N=C/NC(N)=O. The value obtained for the energy relative to the best compared isomer or geometry (same formula, charge and spin) is 4.6 kcal/mol. The value obtained for the gap between HOMO and LUMO is 0.3876 hartree.

Last column: natural (NBO) charge in e.
Element x y z (Å)
N1 -2.12 -0.06 -0.01  -0.83
C1 -0.87 -0.63 -0.09  0.78
O1 -0.65 -1.71 -0.59  -0.60
N2 0.13 0.19 0.46  -0.68
C2 1.41 0.18 -0.07  0.29
N3 2.39 0.67 0.58  -0.69
H1 -2.83 -0.56 -0.52  0.40
H2 -2.16 0.94 -0.06  0.40
H3 0.03 0.54 1.40  0.42
H4 1.44 -0.21 -1.08  0.17
H5 3.23 0.65 0.00  0.35